This record from the Open Molecules 2025 dataset describes the molecule C6H11N3 at a distorted geometry. The level of theory is wB97M-V/def2-TZVPD.

Computed properties:
energy: -10863.3838 eV
frontier orbital gap: 9.44 eV
SMILES: C[C@@]12CN=CN1C[C@@H]2N

Positions of all 20 atoms, in Å:
C: 0.6243 -2.0097 0.8970
C: 0.2206 -0.6106 0.0302
C: 1.6166 0.0466 -0.7027
N: 1.1191 0.1454 -2.0064
C: -0.1481 -0.0801 -2.1030
N: -0.8526 -0.6127 -1.1116
C: -1.6253 0.5499 -0.3511
C: -0.6212 0.4424 0.9297
N: -0.0469 1.7710 1.2306
H: 0.7687 -2.7527 0.1835
H: -0.1375 -2.1681 1.8562
H: 1.6744 -1.6380 1.3053
H: 2.2243 0.9725 -0.5900
H: 2.6311 -0.4626 -0.7620
H: -0.7325 -0.0417 -2.9213
H: -2.6602 0.2067 0.0592
H: -1.5288 1.5892 -0.8540
H: -1.5297 -0.0456 1.7493
H: -1.0237 2.4353 0.7816
H: 0.0276 2.2630 2.3795